Entry 1:
8
Properties=species:S:1:pos:R:3:forces:R:3 method="wB97M-V/def2-TZVPD" e_lumo_ev=4.028 homo_ev=-4.5 charge=-1 relative_energy_kj_mol=118.8 max_force_ev_per_a=4.5
S 1.965 0.109 0.125 3.073 1.448 -2.943
O 2.656 0.807 1.209 -1.130 -0.411 -0.806
O 2.082 -1.468 0.382 -0.247 -1.255 -0.084
O 2.584 0.389 -1.258 -1.875 -0.391 3.571
O 0.051 -2.587 -0.274 0.637 -0.942 0.207
C 0.643 -1.592 0.034 -0.684 0.248 0.031
C 0.288 -0.251 0.135 -1.255 1.979 -1.386
H -0.490 0.222 -0.569 1.481 -0.675 1.409


Entry 2:
37
Properties=species:S:1:pos:R:3:forces:R:3 method="wB97M-V/def2-TZVPD" e_lumo_ev=-5.031 homo_ev=-12.5 charge=+1 relative_energy_kj_mol=22.0 max_force_ev_per_a=3.6
O 2.142 0.325 2.175 -1.098 -1.107 -1.719
C 1.292 -0.559 1.664 0.309 0.116 3.561
C -0.496 1.088 2.214 0.524 -0.297 -0.104
C -0.155 -0.786 -2.578 -0.672 -0.047 0.077
C 0.399 -3.735 -2.473 -0.146 0.074 0.223
C -0.591 -3.170 -3.489 0.085 0.023 -0.221
C -2.745 0.304 2.584 0.179 -0.410 -0.187
C 3.501 -0.043 2.456 0.463 -0.064 -0.072
C 1.368 -0.674 -0.563 -0.340 0.423 -0.908
C -0.981 -1.301 2.176 -0.044 0.094 -0.213
C -1.822 1.351 2.486 -0.182 0.212 -0.006
C -0.087 -0.243 1.999 -0.230 0.201 -0.356
C 1.444 -2.699 -2.011 0.622 -0.235 -0.242
C 0.865 -1.364 -1.632 0.415 -0.090 0.034
C -1.182 -1.804 -3.132 -0.152 0.035 0.218
C -2.313 -1.028 2.471 -0.029 0.224 0.020
H -0.696 0.038 -2.092 0.182 -0.077 -0.057
H 2.419 -0.855 -0.308 -0.433 -0.035 0.119
H 2.187 -2.564 -2.821 -0.323 0.112 0.160
H -0.594 -2.317 2.093 -0.355 0.121 -0.095
H 3.929 -0.655 1.652 -0.130 0.154 0.179
H 0.362 -0.320 -3.443 0.179 -0.320 0.522
H 4.020 0.910 2.540 0.129 -0.220 -0.027
H 1.590 -1.612 1.625 0.067 0.444 -0.080
H -1.990 -1.916 -2.397 0.191 -0.084 -0.030
H 0.911 -4.600 -2.914 -0.031 0.237 0.167
H 3.532 -0.572 3.416 -0.046 0.078 -0.265
H -1.658 -1.389 -4.031 0.128 -0.001 0.282
H -0.092 -3.094 -4.460 0.031 0.014 0.053
H -3.806 0.520 2.726 0.394 -0.080 0.088
H -3.017 -1.848 2.591 0.112 0.189 0.013
H 0.265 1.872 2.183 -0.470 -0.132 -0.135
H -0.126 -4.119 -1.589 -0.041 0.135 -0.108
H -2.141 2.386 2.601 -0.002 -0.289 0.042
H 2.005 -3.112 -1.162 -0.057 0.147 -0.186
H 0.841 0.233 -0.272 0.683 0.391 -0.701
H -1.409 -3.884 -3.624 0.090 0.064 -0.049


Entry 3:
105
Properties=species:S:1:pos:R:3:forces:R:3 method="wB97M-V/def2-TZVPD" e_lumo_ev=3.651 homo_ev=0.3 charge=-2 max_force_ev_per_a=1.3
I -1.896 -0.538 2.903 -0.111 0.048 -0.130
K 0.126 -0.370 -0.159 -0.430 -0.548 0.348
S 1.180 2.512 -4.511 -0.005 0.068 -0.116
S -0.518 -3.198 -1.348 -0.290 0.126 0.168
O 4.442 1.338 4.027 0.025 -0.066 -0.058
O 2.257 0.688 -0.392 1.196 0.370 -0.335
N -1.562 1.819 -0.343 0.027 -0.055 -0.025
N 5.836 -0.077 -0.240 -0.050 0.070 0.300
N -2.496 -0.830 -0.634 -0.445 -0.234 -0.476
N -3.020 -2.064 -0.841 0.384 -0.026 0.029
N 1.248 -0.953 2.248 0.427 0.291 0.285
N -2.845 -4.291 -0.774 0.037 -0.122 -0.088
N 0.914 2.395 2.558 0.083 0.152 -0.088
N 0.540 0.726 -2.755 -0.142 -0.194 -0.259
C -2.556 -2.644 -6.996 -0.048 -0.057 -0.057
C -1.210 3.043 0.037 -0.026 -0.091 0.028
C 4.396 0.272 -2.156 0.024 -0.039 0.004
C -1.238 -1.179 -5.401 0.016 0.023 0.019
C -3.253 0.161 -0.973 0.092 0.213 0.149
C -1.123 -3.229 3.955 0.029 0.031 -0.023
C -0.302 -4.273 4.372 0.055 0.049 -0.019
C -5.570 -0.812 -1.367 -0.005 0.011 -0.018
C 0.224 1.174 -5.043 -0.072 -0.032 -0.221
C 0.530 2.429 6.025 0.044 -0.010 -0.021
C -5.845 0.742 -3.652 0.033 -0.036 0.014
C -0.289 0.882 -6.302 0.053 0.018 0.100
C -1.010 -0.289 -6.463 -0.026 -0.062 -0.033
C -6.873 -0.111 -3.273 0.016 -0.001 0.014
C 2.622 -0.701 2.440 -0.367 0.013 -0.049
C -4.530 0.037 -1.741 0.020 0.033 0.071
C 1.828 2.606 -1.793 -0.334 -0.212 -0.441
C -1.968 -2.511 -5.592 0.039 0.088 0.012
C -2.850 1.546 -0.564 -0.037 -0.255 -0.109
C 3.557 -0.211 1.590 0.266 0.152 -0.307
C 3.090 4.193 0.126 -0.008 0.125 0.010
C 2.557 4.792 -1.019 0.033 -0.106 0.056
C 1.939 3.995 -1.956 0.003 0.113 -0.014
C 5.222 0.256 3.483 0.023 0.064 -0.001
C -0.009 0.310 -3.970 0.145 0.128 0.405
C -3.459 3.797 0.008 -0.048 0.004 -0.008
C 4.950 0.032 2.030 -0.244 -0.148 0.075
C -0.400 2.461 4.814 0.135 -0.100 -0.058
C -3.106 -2.644 -4.574 -0.039 -0.029 0.003
C 0.786 -1.987 2.942 -0.205 -0.281 0.146
C -6.730 -0.882 -2.126 0.016 -0.002 0.034
C 5.954 0.032 1.117 0.176 0.029 -0.251
C -3.832 2.525 -0.388 -0.073 0.054 -0.006
C 1.064 -4.160 4.103 -0.026 -0.040 0.001
C 2.993 2.836 0.315 -0.045 -0.051 -0.211
C 3.482 0.142 0.170 -0.436 0.004 0.092
C -2.180 -3.095 -0.939 -0.235 0.198 -0.100
C -0.969 -3.656 -5.367 0.009 -0.009 -0.011
C -4.689 0.813 -2.888 0.018 -0.033 -0.107
C 0.343 2.432 3.551 -0.199 -0.022 0.156
C 1.165 1.839 -2.879 0.227 0.242 0.580
C 1.588 -3.078 3.432 0.000 0.073 -0.035
C 2.357 2.020 -0.635 0.117 -0.065 0.447
C -2.119 4.074 0.222 0.033 0.000 -0.002
C -0.740 -0.859 -4.145 0.000 -0.089 -0.094
C -0.598 -2.139 3.292 0.132 -0.021 0.008
C 4.565 0.094 -0.665 0.047 0.011 -0.166
H -7.526 -1.551 -1.822 -0.006 0.002 -0.006
H -3.833 -1.836 -4.683 -0.031 0.051 -0.013
H -0.865 -1.524 -3.296 -0.010 0.024 0.040
H -1.776 5.053 0.528 -0.009 0.006 0.007
H -4.872 2.282 -0.559 0.014 0.018 0.021
H 6.974 0.159 1.480 0.024 -0.025 -0.002
H 1.247 3.250 5.996 -0.007 0.013 0.008
H 5.344 0.011 -2.625 -0.018 -0.021 -0.016
H -0.125 1.545 -7.141 0.007 0.006 -0.012
H -0.133 -3.589 -6.069 -0.009 0.014 0.005
H -1.054 1.587 4.808 -0.029 0.018 -0.001
H -2.404 -5.093 -1.188 -0.005 0.028 0.033
H 3.388 2.359 1.200 0.037 0.022 0.013
H -3.624 -3.595 -4.727 -0.009 0.005 0.011
H -1.033 3.351 4.819 0.016 0.016 -0.011
H 3.571 4.796 0.887 -0.006 0.007 -0.011
H 1.092 1.497 6.044 0.011 0.001 -0.004
H -2.742 -2.627 -3.548 0.032 0.021 0.030
H -5.935 1.345 -4.547 -0.006 0.000 -0.003
H 6.273 0.524 3.618 -0.002 0.009 0.037
H 2.988 -0.910 3.449 -0.035 -0.003 0.012
H -0.151 3.199 0.214 0.013 0.015 0.010
H -3.849 -4.227 -0.824 -0.012 -0.011 0.019
H -1.395 -0.519 -7.448 0.005 0.032 0.015
H -0.051 2.504 6.945 -0.009 -0.012 0.008
H 5.026 -0.644 4.084 0.000 -0.015 -0.013
H -2.185 -3.256 4.166 -0.004 0.004 0.000
H 2.622 5.862 -1.172 0.005 0.013 0.015
H -7.775 -0.178 -3.869 -0.008 0.000 0.002
H -0.714 -5.131 4.888 0.004 -0.010 0.004
H -4.214 4.562 0.152 0.008 0.001 0.002
H -0.573 -3.635 -4.350 -0.010 0.007 0.010
H -3.883 1.472 -3.192 0.002 0.002 0.004
H 1.510 4.453 -2.839 0.002 -0.018 0.009
H 1.735 -4.958 4.407 0.011 0.007 0.001
H -3.079 -3.600 -7.072 -0.005 -0.002 -0.013
H -1.783 -2.627 -7.769 0.006 -0.014 0.015
H -3.276 -1.851 -7.213 0.007 0.006 0.027
H 3.600 -0.361 -2.554 -0.023 0.015 0.011
H 4.159 1.304 -2.431 0.028 0.035 0.039
H -1.467 -4.618 -5.516 0.002 -0.010 0.004
H 3.576 1.241 3.599 -0.018 0.030 0.043
H 2.643 -3.053 3.194 -0.001 -0.039 0.013
H -5.450 -1.426 -0.487 0.007 -0.014 0.017


Entry 4:
14
Properties=species:S:1:pos:R:3:forces:R:3 method="wB97M-V/def2-TZVPD" e_lumo_ev="-5.984 / -5.984" homo_ev="-13.9 / -13.9" charge=+1 relative_energy_kj_mol=469.4 max_force_ev_per_a=5.5
N -0.080 -0.004 -0.086 2.390 1.317 -0.037
N -2.185 0.315 -0.831 2.034 0.782 -1.111
C 2.462 0.584 -0.153 2.089 0.565 0.187
C 1.252 -0.016 0.263 -4.141 -3.058 -0.040
C -2.228 -0.551 0.219 1.109 -1.695 2.513
C -0.929 -0.762 0.676 -4.962 -1.512 1.793
C -0.993 0.779 -1.184 1.202 -0.388 0.474
H 1.380 -0.852 0.997 -0.143 1.053 -0.238
H 2.364 1.639 0.220 0.670 -0.518 -0.102
H -3.219 -0.899 0.619 1.459 0.195 -0.430
H 3.365 -0.024 0.301 -1.846 1.659 -0.843
H -0.816 -1.374 1.647 0.730 1.183 -1.928
H -2.950 0.487 -1.456 -0.454 0.352 -0.090
H 2.577 0.676 -1.232 -0.136 0.065 -0.147


Entry 5:
16
Properties=species:S:1:pos:R:3:forces:R:3 method="wB97M-V/def2-TZVPD" e_lumo_ev="4.303 / 4.249" spin_multiplicity=2 homo_ev="-1.7 / -1.9" charge=-1 relative_energy_kj_mol=332.0 max_force_ev_per_a=1.2
C -0.734 0.316 0.741 -0.458 -0.220 -0.241
C 1.652 0.819 0.064 -0.060 -0.749 0.082
C -1.814 -0.538 0.964 -0.412 -0.646 -0.953
C -3.074 -0.200 1.353 -0.524 0.856 0.576
C 0.555 -0.188 0.354 -0.693 0.141 -0.526
C 1.379 -0.090 -1.074 -0.257 0.128 -0.371
H 1.204 1.816 0.068 0.430 0.211 0.233
H 0.840 0.391 -1.915 -0.198 0.197 0.509
H 2.575 0.691 0.623 0.161 0.262 0.086
H 0.625 -1.235 0.616 0.753 0.114 0.552
H -1.734 -1.558 0.574 0.488 -0.148 0.624
H -0.987 1.353 0.968 0.558 0.186 -0.316
H 3.653 -0.765 -3.043 -0.049 -0.001 -0.130
H 3.034 -0.757 -3.455 0.128 -0.001 0.031
H -3.338 0.848 1.499 0.108 -0.082 0.192
H -3.836 -0.902 1.663 0.025 -0.248 -0.347


Entry 6:
12
Properties=species:S:1:pos:R:3:forces:R:3 method="wB97M-V/def2-TZVPD" e_lumo_ev=0.876 homo_ev=-8.5 relative_energy_kj_mol=316.0 max_force_ev_per_a=7.3 smiles="CC=C=CP"
P 2.879 0.576 0.089 0.938 -2.240 -1.040
C -1.178 -0.186 -0.601 4.870 -2.318 0.570
C 1.518 -0.589 0.330 -7.173 0.100 -1.061
C -2.089 0.303 0.512 -2.125 0.373 -3.229
C 0.171 -0.362 -0.268 2.039 -0.867 2.223
H -1.799 0.014 1.444 1.118 -0.962 2.426
H 1.649 -1.502 1.041 -0.301 1.619 -1.653
H -2.033 1.356 0.447 -0.174 1.393 0.290
H 2.249 1.411 -0.809 -0.495 0.447 -0.469
H -1.402 -0.656 -1.606 -0.406 0.936 1.337
H 3.220 -0.430 -1.001 0.564 1.590 0.943
H -3.186 0.063 0.423 1.147 -0.071 -0.338